[1]
45
Properties=species:S:1:pos:R:3:nbo_charge:R:1 method="wB97M-V/def2-TZVPD" charge=+1 homo_lumo_gap_ev=8.819 lumo_energy_ev=-2.96 homo_ev=-11.776
F 0.7097 0.9086 0.0354 -0.34
H -2.0294 -2.3792 -2.7304 0.24
C -2.1158 2.8323 2.0424 0.69
H -1.5201 2.6238 4.0709 0.25
C -0.4691 0.4223 -1.9363 -0.13
C -1.6234 -1.6249 -2.0397 -0.24
C 0.7029 0.0022 -1.0212 0.18
H -0.2603 1.3848 -2.4382 0.26
C 2.0678 -0.0224 -1.7523 -0.67
H -0.6885 3.9261 3.2105 0.23
H -1.4962 -0.3158 -3.5735 0.44
C 4.5474 -3.8491 1.1815 -0.41
O 1.2899 -3.5098 -0.3588 -0.69
C -2.7062 -0.6298 -1.5168 -0.45
H 2.3803 -2.1541 2.2101 0.23
C -2.1633 5.1112 0.9398 -0.41
H 0.5485 -0.9969 -0.5737 0.20
H -1.4372 5.3534 0.1619 0.20
H -1.8180 5.5139 1.8866 0.22
C 1.8006 -3.0368 1.9357 -0.72
H 2.0018 0.6245 -2.6460 0.21
H -2.6478 3.1820 0.1785 0.39
N -0.8181 -0.6768 -2.8907 -0.51
H 2.0004 -3.8440 2.6410 0.24
H 3.5672 -4.1085 -0.6854 0.40
H 2.8247 0.3622 -1.0507 0.26
Br -2.8542 2.1377 -2.0492 0.00
H -1.6997 0.8789 -0.1014 0.31
H 5.3250 -3.1866 0.7992 0.20
H -1.1093 -2.0839 -1.1863 0.27
C 2.1363 -3.4708 0.5325 0.68
H -3.3824 -0.3585 -2.3390 0.23
H 4.2652 -3.5287 2.1790 0.22
H -3.1190 5.5707 0.6832 0.21
N -2.3310 3.6712 1.0005 -0.62
H 4.9437 -4.8639 1.2304 0.21
N 3.4154 -3.8263 0.2710 -0.60
C -1.6469 3.4228 3.3452 -0.72
H 0.7437 -2.7872 1.9874 0.24
H -2.3848 4.1280 3.7299 0.24
C -1.8219 0.6737 -1.1793 -0.23
H 2.3701 -1.0388 -2.0507 0.24
H -3.1618 -1.0124 -0.5954 0.27
H -0.0363 -1.0510 -3.4351 0.45
O -2.3003 1.6259 1.8977 -0.67

[2]
20
Properties=species:S:1:pos:R:3:mulliken_spin:R:1 method="wB97M-V/def2-TZVPD" charge=-1 homo_lumo_gap_ev="6.043 / 6.219" lumo_energy_ev="3.42 / 3.42" spin_multiplicity=5 homo_ev="-2.623 / -2.803"
N -0.6791 2.0607 0.4918 -0.09
H 0.7992 0.3815 2.8704 0.00
H 2.4190 0.5181 0.6989 0.00
C 1.6630 -0.2341 0.8822 0.00
C 0.8051 -0.3063 2.0356 -0.01
C -0.0748 -1.4418 1.8725 -0.01
C -0.7065 1.5290 -1.9440 0.02
C 1.3134 -1.3172 -0.0033 0.00
H 1.7719 -1.5375 -0.9535 0.00
C 0.2363 -2.0664 0.6032 0.00
H -1.7670 1.8264 -1.8925 0.00
C -0.3426 0.2362 -2.2022 0.03
H -0.5487 3.0417 0.6314 0.00
H -1.1088 -0.5529 -2.3382 0.00
Ho -0.7002 0.0738 0.1561 4.05
H 0.6935 -0.0295 -2.4220 -0.01
H -0.8646 -1.7368 2.5453 0.00
H 0.0192 2.3447 -1.9767 0.00
F -2.6610 0.1288 0.7723 0.00
H -0.2673 -2.9185 0.1728 0.00

[3]
7
Properties=species:S:1:pos:R:3:nbo_charge:R:1 method="wB97M-V/def2-TZVPD" charge=0 homo_lumo_gap_ev="6.471 / 10.037" lumo_energy_ev="-1.79 / -0.40" relative_energy_kj_mol=413.7 homo_ev="-8.259 / -10.438"
Cl -1.8671 -0.0451 -0.3876 0.14
O 1.8130 -0.5802 1.4140 -0.28
O -0.3396 -0.7909 1.9197 -0.28
Cl 0.1957 -0.0137 -2.4327 0.07
C -0.5047 0.5938 -1.0371 -0.34
H 0.0753 1.3692 -0.7069 0.20
N 0.6273 -0.5330 1.2306 0.49

[4]
22
Properties=species:S:1:pos:R:3:nbo_charge:R:1 method="wB97M-V/def2-TZVPD" charge=+1 homo_lumo_gap_ev=11.568 lumo_energy_ev=-3.48 homo_ev=-15.051
H 2.8287 1.0297 2.5346 0.51
H -3.5126 0.2222 0.5749 0.24
H 0.6033 -2.3254 -0.1035 0.44
H -2.7584 -1.1891 -0.0781 0.23
H 1.1626 -0.1288 -2.2524 0.04
H -0.3262 1.3363 0.5535 0.27
C -1.9143 0.7341 -0.7484 -0.43
O 1.8828 0.9002 2.3604 -0.69
H 2.6160 0.9221 -0.0537 0.29
C 1.7083 -0.1636 1.5526 0.79
C -0.4441 1.0578 -0.4912 -0.52
H 2.9217 -0.8471 -0.0815 0.29
C -2.5493 -0.1983 0.3019 -0.62
N 0.0339 -1.8137 -0.7840 -1.10
H -2.0985 0.3574 -1.7511 0.23
O 1.2104 -1.1252 1.9284 -0.51
C 2.1920 -0.0681 0.1058 -0.86
H -2.4387 1.6823 -0.7049 0.25
H -1.9907 -0.2432 1.2330 0.21
Cl 0.0084 2.4706 -1.5056 0.02
P 0.7050 -0.2858 -0.9325 1.51
H 0.1597 -2.3244 -1.6580 0.42

[5]
14
Properties=species:S:1:pos:R:3:nbo_charge:R:1 method="wB97M-V/def2-TZVPD" charge=0 homo_lumo_gap_ev="8.296 / 8.295" lumo_energy_ev="0.59 / 0.59" relative_energy_kj_mol=306.1 homo_ev="-7.705 / -7.704"
C -2.3293 -0.3058 0.5526 0.23
C 0.5815 -0.0271 0.3912 0.01
N -0.1964 -0.5936 -0.5053 -0.39
H -2.0123 -0.8275 -1.5221 0.24
N -2.9563 -0.1814 1.5266 -0.36
H -0.3278 1.6753 -0.2876 -0.04
H 2.4054 -0.1676 -0.7492 0.21
C 2.0678 -0.0379 0.2856 -0.66
C -1.5539 -0.4740 -0.6130 -0.34
H 2.4762 0.9113 0.6507 0.24
H 0.1004 0.3073 1.3042 0.22
H 2.4986 -0.8376 0.8978 0.23
H -1.0161 1.4929 -0.5875 0.01
H 0.2620 -0.9342 -1.3441 0.41

[6]
54
Properties=species:S:1:pos:R:3:nbo_charge:R:1 method="wB97M-V/def2-TZVPD" charge=0 homo_lumo_gap_ev=8.846 lumo_energy_ev=0.52 relative_energy_kj_mol=25.7 homo_ev=-8.328
C 2.1470 4.0941 -3.3108 -0.21
H -4.0464 -1.2649 6.2507 0.21
C 3.0883 4.1846 -4.3217 -0.22
H 3.5546 1.2844 -0.5538 0.22
H -3.2453 -1.1043 2.6736 0.20
H -3.4702 -1.9991 0.5788 0.25
N -1.3696 -1.9701 2.5569 -0.44
C -3.2906 0.5856 5.4395 -0.40
H -3.7578 1.2202 3.4381 0.19
C -2.6961 -1.7134 4.6338 -0.40
H 0.4778 -2.8807 2.5844 0.25
H 4.8051 3.2768 -5.2196 0.21
C -1.4025 -2.2183 1.2301 0.70
H -1.5434 0.7089 2.4559 0.22
O -0.6131 -2.9602 0.6818 -0.64
H 1.4469 2.9745 -1.6323 0.20
H 3.0514 5.0032 -5.0256 0.21
C -2.3260 -1.1340 3.2655 -0.03
H -2.5043 2.1836 4.2212 0.21
C -0.5711 -0.8857 -1.3361 0.34
H -0.9150 0.2989 4.0549 0.20
N 0.1704 -1.0307 -2.4528 -0.59
H 0.5752 1.0541 1.6115 0.23
C 4.1144 2.1656 -3.5300 -0.23
C -1.8118 0.3016 3.4327 -0.42
H -4.6761 -0.8616 4.6530 0.19
S -2.1340 -1.6696 -1.3320 0.30
C -2.5041 -1.5151 0.4342 -0.63
H -3.0538 -2.7378 4.5140 0.21
H -0.5646 -3.3397 3.9404 0.20
C 1.4433 -0.4604 -2.5920 0.64
H -2.4330 0.6014 6.1156 0.19
H -4.0774 1.1973 5.8841 0.21
H 0.2070 -1.7338 3.9137 0.19
H -0.1692 -1.5913 -3.2261 0.43
O 2.0680 -0.6263 -3.6180 -0.61
C 4.0715 3.2167 -4.4289 -0.20
H 3.9319 0.1790 -1.8900 0.23
H 1.6757 2.1230 0.7241 0.23
C -2.8824 1.1682 4.0897 -0.40
H 1.3722 4.8426 -3.2234 0.21
C 3.2205 0.9243 -1.5281 -0.45
C 1.8691 0.2784 -1.4210 -0.19
H -1.8238 -1.7281 5.2875 0.20
H -2.5619 -0.4535 0.6627 0.25
C -0.2511 -2.5111 3.3033 -0.42
C 1.4154 1.0858 0.9248 -0.66
H 2.2703 0.6021 1.3946 0.23
C 3.1779 2.0690 -2.5112 0.10
C 1.0453 0.3672 -0.3373 0.26
N -0.1916 -0.2058 -0.3081 -0.57
H 4.8768 1.4069 -3.6266 0.21
C 2.1921 3.0434 -2.4128 -0.25
C -3.7796 -0.8506 5.2770 -0.40